Entry 1:
# C18H62BrClN22O11PS

12 unconnected molecules or ions with the total composition C18H62BrClN22O11PS at a distorted geometry (ωB97M-V/def2-TZVPD, the OMol25 dataset).

Geometry as XYZ:
```
117
Properties=species:S:1:pos:R:3:forces:R:3
Br -3.9956 4.1661 2.0854 0.6972 0.5570 -0.4625
Cl -2.6569 3.0859 4.7523 -1.0895 0.0138 1.8566
S 2.5736 6.4070 1.7020 -0.0459 0.0646 -0.1012
P -1.2577 2.9502 3.1389 1.7395 -1.4138 -1.9089
O -1.6438 -7.2093 -2.1922 0.0765 -0.0917 0.0209
O 4.9687 -0.5320 -6.7486 0.0357 0.0212 -0.2427
O -1.8671 -1.9612 8.3625 0.1987 -0.7860 0.2156
O -4.9317 -3.7581 5.7763 -0.2927 0.1040 0.1018
O 1.5995 -3.6709 3.4572 0.2508 0.0728 -0.2408
O 4.5055 3.6773 1.2245 0.4531 0.6984 0.4612
O 3.9506 1.2074 -2.5787 0.1672 -0.4813 -0.1446
O -3.1581 -1.1276 -4.8084 -0.5300 0.0366 -0.1880
O -6.6865 -0.5272 -9.1825 -0.1105 -0.0093 -0.2138
O -0.8596 1.3896 -2.7569 0.6755 -0.3003 -0.5068
O 3.2235 -0.7359 -0.0033 0.1937 0.0986 -0.5910
N 4.7399 -1.0716 -4.5732 -0.0213 0.5699 0.7557
N 5.4130 2.2538 -3.9361 1.4918 -0.3133 -0.3925
N -4.5703 0.0462 -8.6640 1.2816 0.5626 -0.8376
N 1.6557 -5.8348 4.0825 0.1710 -1.3252 -0.7801
N -2.5844 1.0903 -1.3384 -0.0226 -0.8028 0.6742
N -2.2957 -5.3830 -3.3394 -1.1738 0.6308 -0.1507
N 2.9947 -1.2755 2.1722 0.1477 0.7768 0.7994
N -1.2906 0.0704 7.5774 1.1048 0.5943 0.3028
N -0.1814 -6.1629 -3.5496 1.6158 -0.2370 -0.4874
N -5.9500 -0.7721 -7.0673 -0.5745 -0.4934 1.1105
N 3.2797 -2.8998 0.6220 0.3574 -1.4713 -0.9259
N -2.7158 2.6477 -2.9755 -0.2926 1.0129 -1.0098
N -0.9060 -1.1250 -4.7450 0.4845 0.4110 0.4154
N 5.0249 -2.6959 -6.1234 0.1568 -1.6087 -0.8852
N 1.3707 -4.2105 5.6326 -0.2253 0.7281 1.0422
N -3.3145 -0.8098 7.0757 -1.0973 -0.3749 -0.2649
N 3.2163 2.2472 0.0543 -0.9617 0.4569 -0.0329
N -2.6796 -3.7554 5.8397 0.6523 0.5094 0.4971
N 5.3891 1.7542 0.4520 1.6402 -0.5830 0.1672
N -2.0050 -2.6213 -6.0395 -0.5030 -1.5693 -1.0458
N 3.2987 3.0337 -3.7259 -1.1036 0.5478 -0.0633
N -3.7786 -5.2517 4.5452 -0.4858 -1.3218 -1.0344
C 3.1694 -1.5830 0.8742 -0.1631 0.5999 0.4555
C 1.5454 -4.5180 4.3347 0.0253 0.4533 -0.1386
C -2.3119 5.5690 -0.2900 0.9335 -0.6312 -0.6868
C -2.1400 -0.9639 7.7133 -0.0237 0.5283 -0.0082
C -1.9913 4.5115 2.2471 0.2302 1.7674 -0.4522
C -1.3211 4.7923 0.7732 -0.1383 1.3091 0.0078
C -1.9816 1.6900 -2.3809 -0.3082 -0.1778 0.4189
C 4.3783 2.6266 0.6158 -0.9257 -0.1390 -0.3971
C 1.5075 5.9365 3.1701 -0.5145 -0.9748 1.0689
C -0.5709 1.2630 3.8233 0.0767 -1.2977 -0.0476
C -2.0912 -1.5948 -5.1742 0.2659 0.7898 0.6205
C -5.7927 -0.4243 -8.3573 -0.6738 -0.1342 -0.2298
C -1.3899 -6.3092 -2.9770 -0.4908 -0.4699 0.5901
C -0.0298 3.9844 4.1716 1.6062 1.0541 1.7621
C 1.3939 4.3219 3.4341 0.5627 0.3675 1.1101
C -3.8648 -4.2253 5.4104 -0.0179 0.5211 0.3672
C 4.9146 -1.3791 -5.8711 -0.0282 0.8484 0.0191
C 4.2045 2.1075 -3.3635 -0.4451 0.1357 0.4308
H 2.2497 4.0498 4.2195 -1.6344 0.5516 -1.8800
H -0.4960 5.0121 4.5541 0.9026 -2.1523 -0.8235
H 2.3760 2.9600 -3.3176 0.2586 0.0416 -0.1132
H 2.4297 2.8755 0.1543 0.2596 -0.1975 0.0367
H -4.6478 -5.6351 4.1975 0.3852 0.1555 0.1089
H 5.1576 -2.9704 -7.0880 -0.0433 0.0882 0.4108
H 1.2830 -3.2300 5.8659 -0.0314 -0.3160 -0.0115
H -1.3632 0.4302 3.5057 1.6414 1.6389 0.9605
H -2.0661 0.3635 -0.8626 -0.2028 0.3442 -0.0544
H 2.9475 -1.9589 2.9090 -0.2993 -0.0418 -0.1607
H -3.5076 1.3240 -1.0141 0.2052 0.0450 0.0458
H -3.5574 0.0039 6.5364 0.1028 -0.0386 -0.0567
H 0.2212 3.3796 5.1676 -0.6048 1.2873 -2.1062
H 3.2377 -3.6121 1.3311 -0.1973 0.2177 0.0135
H -1.6242 5.9382 -1.1878 -1.4228 -0.6180 1.8405
H -2.9094 -5.6500 4.2322 -0.1718 0.1458 0.0468
H -0.9128 3.8424 0.2262 -0.9125 1.5369 1.3399
H -6.8555 -1.1311 -6.7943 0.3836 0.1715 -0.1102
H -0.3939 5.5104 0.9636 -1.7789 -1.6131 -0.3335
H -0.4187 1.3036 4.9835 -0.0614 -0.4717 -2.1707
H 0.5297 -6.8393 -3.3039 -0.2946 0.2999 -0.1100
H 4.9829 -3.4082 -5.4143 0.0257 0.1796 -0.1243
H -1.7907 -4.1270 5.5499 -0.1670 0.1149 0.0274
H 1.6137 -6.5471 4.7915 0.0038 0.1470 -0.1265
H -2.8748 6.4902 0.1636 0.9747 -1.9773 -0.8372
H -2.6996 -2.9826 6.4923 0.3045 -0.3654 -0.1019
H -2.8742 -3.0047 -6.3872 0.3345 0.1222 0.0426
H 2.9070 -0.2950 2.4055 -0.0343 -0.3096 -0.1054
H -3.0262 4.7531 -0.7580 1.1207 1.9511 1.1236
H 3.4124 -3.1743 -0.3426 -0.0991 0.1429 0.4395
H 3.4890 3.7822 -4.3705 -0.0133 -0.1578 0.1550
H 5.6411 2.9884 -4.5846 -0.0655 -0.1795 0.1025
H -1.1358 -3.0195 -6.3525 -0.1454 0.1675 -0.0098
H -1.9077 5.4654 2.9553 -0.3721 -1.8623 -1.7932
H 0.0467 -5.4283 -4.1981 -0.0736 -0.1270 0.1750
H 3.5111 5.4056 1.3919 -1.1785 0.3166 1.0323
H 4.6927 -1.7550 -3.8363 -0.0532 0.2251 -0.0709
H -2.1053 -4.6345 -3.9840 -0.0484 -0.0197 0.1142
H -0.3158 2.7879 2.0386 -0.0664 0.2854 0.0519
H -5.2259 -0.6946 -6.3733 0.0616 -0.0287 0.0720
H 5.3039 0.8841 -0.0460 -0.2927 0.0853 0.0087
H 6.2816 2.0014 0.8592 -0.4138 -0.0754 -0.1525
H 1.9286 6.4401 4.1395 -0.7642 -0.9019 -1.8626
H -3.9828 -1.5655 7.1524 -0.0268 0.3093 -0.0710
H -0.9259 -0.3522 -4.0923 0.1760 0.1504 0.1267
H -3.2183 -5.4567 -2.9311 0.3738 0.0870 -0.1514
H 0.4204 6.3785 3.0035 2.3602 -0.8503 0.0030
H -2.2990 3.1242 -3.7647 -0.2055 -0.1612 0.3607
H -0.0171 -1.4965 -5.0348 -0.1651 0.1000 0.0381
H -0.3949 -0.0051 8.0417 -0.3905 0.0685 -0.2195
H -2.2577 2.1772 2.4210 0.0609 0.1724 0.0357
H -3.6414 2.9092 -2.6804 0.2039 -0.0425 0.0149
H -4.4096 0.3194 -9.6248 -0.0658 -0.1042 0.4184
H -1.4973 0.8999 7.0470 -0.0297 -0.0257 -0.1063
H 1.6145 3.7070 2.4631 -0.6831 1.2074 1.7855
H 1.3235 -4.8939 6.3695 -0.0043 0.1445 -0.1197
H 6.1240 1.5774 -3.6904 -0.1946 0.3584 -0.0863
H 3.0922 1.3860 -0.4507 0.1054 -0.1227 0.0536
H 1.7884 -6.1093 3.1178 -0.0987 0.0593 0.3932
H 4.6522 -0.0911 -4.3399 -0.1595 -0.3896 0.1956
H 0.4123 1.0185 3.2148 -1.6592 0.4157 1.5283
H -3.8215 0.1383 -7.9985 -0.1525 -0.0187 -0.0329
```
Forces are in eV/Å.

Computed properties:
* DFT total energy: -6529.44722 a.u.
* multiplicity: 1
* total charge: -1
* strongest force on any atom: 2.94 eV/A
* LUMO: 1.0 eV
* HOMO energy: -0.171 hartree

=====

Entry 2:
# C30H27CaCl3N7O7S2

A molecular structure, C30H27CaCl3N7O7S2 at a distorted geometry (ωB97M-V/def2-TZVPD, the OMol25 dataset).

Geometry as XYZ:
```
77
Properties=species:S:1:pos:R:3:forces:R:3
Ca -0.5452 -0.4504 0.8215 -0.8532 2.8641 1.6159
Cl -4.7966 -2.9702 -4.9120 -0.1628 -0.0737 -0.3147
Cl -4.1878 -0.7340 -0.0631 -0.5398 0.0985 0.2292
Cl 6.2790 -3.4823 0.8616 0.2403 -0.0973 -0.0549
S -3.5017 -3.9268 2.8423 0.5414 0.4230 -0.2167
S -3.7538 2.4688 3.1154 0.4960 -0.2987 -0.1129
O 0.8239 -1.6395 1.7213 1.1986 -1.4425 0.8883
O 0.8729 -0.7276 -0.8775 0.7049 -0.2667 -0.5746
O -0.2890 4.2230 -3.2546 0.0764 0.0814 -0.2061
O 0.1894 -3.7557 -1.1395 0.0193 -0.1110 -0.2919
O 2.3881 2.0197 -0.0232 0.3611 0.0733 -0.0687
O -1.9687 1.1574 -0.4380 -0.4183 -0.2238 -0.0049
O -1.5393 -1.8268 -0.2345 -1.1902 -1.5981 -1.3109
N 0.1787 1.6936 -0.1089 0.4226 -0.0458 0.6620
N -1.2305 2.8927 2.1793 0.2798 0.2610 -0.1822
N 0.9271 0.8828 2.8233 -0.3531 -0.1768 -0.0411
N -1.0786 2.6401 -1.8673 -0.4637 -0.1410 -0.0877
N -1.9189 -1.9716 2.3332 0.4926 0.4763 -0.0629
N -1.0690 -4.0034 1.5840 0.5688 -0.2740 -0.2775
N -1.9961 0.7091 2.4804 0.4023 -0.2444 -0.1809
C -0.9628 1.7641 -0.7707 -0.2940 1.2388 -1.0367
C 3.2146 2.0268 3.1389 0.4816 0.2094 -0.0543
C 1.3026 3.0523 -1.8808 0.6130 0.2397 -0.0971
C -3.0696 0.0180 2.9627 -0.9570 0.8383 0.4770
C -0.5029 -3.6812 -2.1393 0.4430 -0.4080 -0.0954
C 2.0196 2.2835 -3.0120 -0.1030 -0.1256 -0.0887
C 1.1988 1.1143 -3.5439 0.1183 0.0418 0.0066
C 2.6793 -1.8094 0.2412 -0.1882 -0.1642 0.8106
C 2.7170 -2.7577 2.4845 -0.1357 0.0366 0.1030
C 1.3845 5.1584 -0.4715 0.1522 -0.0619 -0.1576
C 1.3223 2.1967 -0.5957 -0.0578 0.3053 -0.2820
C -2.1705 1.9798 2.4924 -1.0891 0.6133 0.7529
C -3.9716 -2.3237 3.2967 0.3119 0.1477 -0.0734
C -3.0136 -1.4264 2.9237 -0.7848 -1.0515 0.3725
C 1.9890 -2.0303 1.4843 1.1125 -0.5360 -0.0276
C 2.0198 -1.1486 -0.8342 0.4387 0.0327 -0.8459
C -2.5565 -3.2229 -3.4190 0.0566 0.0543 0.1589
C -4.3478 -1.9076 -2.4733 0.3250 -0.0800 -0.0348
C 3.9966 -2.2680 0.0696 -0.0646 -0.0097 0.1038
C 2.0570 4.3601 -1.5835 -0.1561 0.0042 0.0902
C -0.0762 3.3840 -2.4027 -0.0744 0.0139 0.3359
C -3.8098 -2.6778 -3.5116 0.1121 -0.1094 0.0369
C -2.0039 -3.2389 2.1627 -1.1283 -0.6513 0.7852
C 4.6371 -2.9378 1.0750 0.0058 0.0920 -0.2501
C -2.2268 -2.1373 -1.2260 -0.4881 -0.5777 -0.9947
C -1.7665 -3.0042 -2.2797 -0.5629 0.6466 0.4460
C -3.5769 -1.6557 -1.3751 0.1850 -0.0474 -0.0795
C -4.1147 0.7946 3.3614 0.2466 -0.0370 -0.1011
C 3.9905 -3.1978 2.2910 -0.0067 0.0932 -0.1135
C 1.9543 1.3680 2.9347 -0.0766 0.0087 0.1510
H -1.5396 3.8211 1.9381 0.0456 -0.1511 -0.0744
H 3.6475 1.7112 4.0870 0.0422 0.0101 -0.0234
H 4.4974 -2.0947 -0.8731 0.0564 0.0403 -0.0791
H 0.3731 5.4331 -0.7676 -0.0967 0.1082 0.0415
H 3.0468 3.1026 3.1550 0.0928 0.0291 -0.0062
H 0.9101 0.4455 -2.7366 -0.0298 -0.1507 0.0012
H 3.0732 4.0962 -1.2858 -0.0219 -0.0084 -0.0984
H -2.1696 -3.8419 -4.2172 0.0058 -0.0640 -0.0762
H -5.3517 -1.5194 -2.5513 -0.0590 0.0428 0.0423
H 1.3348 4.5687 0.4426 -0.0046 0.0038 0.1418
H 2.0870 4.9639 -2.4939 0.0441 -0.1248 0.0078
H -4.9168 -2.1600 3.7704 -0.2275 0.1512 0.0815
H 3.8848 1.7828 2.3172 0.0251 0.0248 -0.0161
H 2.6489 -1.0327 -1.7437 -0.0489 -0.0029 0.0270
H 0.2897 1.4687 -4.0269 -0.0521 -0.0219 -0.1218
H 1.7735 0.5508 -4.2773 0.0036 -0.0638 -0.0554
H -5.0700 0.5017 3.7434 -0.2160 -0.1613 0.0613
H 1.9465 6.0679 -0.2650 -0.0453 0.0849 0.0709
H -0.1812 -4.2185 -3.0653 -0.0028 0.0545 0.1005
H 4.5129 -3.7474 3.0605 0.0409 -0.0335 0.0743
H -0.4437 -3.4719 0.9780 -0.0549 -0.2751 -0.0118
H 2.2191 2.9824 -3.8292 0.0577 0.0545 0.1104
H -2.0126 2.7394 -2.2482 0.1692 -0.0085 0.0188
H -1.3560 -4.8952 1.2159 0.0155 0.0942 -0.0242
H 2.1986 -2.9479 3.4133 -0.0529 -0.0165 0.0720
H 2.9710 1.9245 -2.6153 0.0371 0.0882 0.0296
H -0.4674 2.4968 1.6292 0.0187 0.2557 0.0014
```
Forces are in eV/Å.

Computed properties:
* DFT total energy: -4924.31776 a.u.
* ΔE to the lowest compared entry with this formula, charge and spin: 2.243 eV
* multiplicity: 1
* total charge: -1
* strongest force on any atom: 3.40 eV/A
* LUMO: 2.3 eV
* HOMO energy: -0.185 hartree